1.
# C25H47FN3O12PS

3 unconnected molecules or ions with the total composition C25H47FN3O12PS at a distorted geometry (ωB97M-V/def2-TZVPD, the Open Molecules 2025 dataset).

Output
- total charge = 0
- HOMO (eV) = -8.18
- orbital gap (eV) = 6.586
- energy above the lowest of the compared OMol25 structures with the same formula, charge and spin (kcal/mol) = 0.00
- lowest unoccupied orbital energy (eV) = -1.592

Last column: Mulliken charge in e.
CARTESIAN COORDINATES (ANGSTROEM)
C: 4.10473 -1.82538 6.84160  -1.293
C: 4.57635 -2.50385 5.51309  -0.213
F: 4.07221 -3.80540 5.37770  -0.381
C: 4.15985 -1.62638 4.31672  0.626
C: 5.17924 -1.02313 3.58292  0.084
C: 6.67715 -1.16188 3.87803  -0.329
O: 7.41576 -1.94845 3.34707  -0.568
O: 7.15203 -0.27969 4.77752  -0.270
C: 6.15249 0.71314 5.09437  0.781
O: 5.42019 0.54991 6.08551  -0.617
O: 6.05705 1.69296 4.34654  -0.614
C: 4.82752 -0.20759 2.48424  0.138
C: 3.49383 -0.02206 2.20169  -0.185
P: 3.14700 1.07028 0.72871  0.845
O: 3.42534 2.48669 1.05073  -0.728
N: 2.51725 -0.60087 2.95996  0.046
C: 1.12276 -0.28149 2.58050  -1.602
C: 2.81186 -1.40973 3.99111  0.896
C: 1.72525 -2.06323 4.82900  -0.820
C: 0.72553 -2.95438 4.00165  -1.139
C: -0.74271 -2.67851 4.46668  -0.961
S: -1.88564 -2.48017 3.09163  1.209
O: -1.64057 -3.37911 2.01641  -0.646
O: -1.91345 -1.08888 2.72904  -0.563
O: -3.35394 -2.80163 3.71284  -0.484
H: 3.60703 -0.87929 6.57676  0.381
H: 4.93241 -1.55502 7.50386  0.369
H: 3.36347 -2.48419 7.33094  0.376
H: 5.66819 -2.59973 5.57941  0.483
H: 5.58243 0.27489 1.85756  0.525
H: 1.81118 0.97430 0.28392  -0.028
H: 4.00524 0.58796 -0.29104  0.102
H: 0.85401 -0.94056 1.73831  0.501
H: 0.98089 0.78101 2.35687  0.582
H: 0.41238 -0.52938 3.37850  0.312
H: 1.20727 -1.24778 5.37239  0.519
H: 2.12885 -2.70924 5.61532  0.166
H: 0.96101 -4.00333 4.23486  0.549
H: 0.85502 -2.82946 2.91788  0.576
H: -0.83354 -1.77610 5.09297  0.499
H: -1.04633 -3.51770 5.11414  0.495
H: -3.46438 -2.10720 4.38703  0.369
C: -0.32596 2.67786 -5.59605  -0.980
O: -0.98078 1.57273 -4.99700  0.032
C: -0.96774 0.38424 -5.78004  -0.965
C: 0.02265 -0.63449 -5.24237  -0.172
N: 1.40532 -0.22165 -5.45450  -0.293
C: 2.39503 -0.95377 -4.66314  -0.878
C: 2.23059 -1.01777 -3.14192  -0.438
O: 2.47464 0.20199 -2.45486  -0.401
C: 1.42525 1.15472 -2.54689  -0.515
H: -0.64015 3.57543 -5.06300  0.254
H: 0.76125 2.60195 -5.50767  0.329
H: -0.59807 2.78492 -6.64882  0.365
H: -0.78417 0.59914 -6.83659  0.458
H: -1.97011 -0.04855 -5.71204  0.381
H: -0.14250 -1.59348 -5.74391  0.431
H: -0.20478 -0.76713 -4.17820  0.079
H: 1.49706 0.76218 -5.24699  0.136
H: 3.36202 -0.48839 -4.87018  0.399
H: 2.45059 -1.97690 -5.04882  0.398
H: 2.99010 -1.71178 -2.77231  0.382
H: 1.26757 -1.44388 -2.83775  0.353
H: 0.43769 0.68827 -2.50386  0.256
H: 1.53630 1.74304 -3.45810  0.058
H: 1.51310 1.84530 -1.70665  0.418
C: -7.87984 2.49452 -1.94352  -0.690
O: -7.29021 1.21948 -1.77145  -0.321
C: -6.92103 0.56964 -2.98193  -0.839
C: -5.41938 0.60578 -3.21454  -0.083
N: -4.94784 1.94600 -3.54198  -0.290
C: -3.49712 2.13811 -3.43321  -0.410
C: -2.79357 1.78837 -2.11984  -0.011
O: -3.05911 2.66140 -1.03428  -0.490
C: -4.31729 2.48304 -0.41195  -0.504
H: -8.37069 2.75994 -1.00729  0.233
H: -7.13099 3.26257 -2.15663  0.290
H: -8.62926 2.48789 -2.73944  0.323
H: -7.46356 0.97808 -3.84002  0.402
H: -7.22407 -0.47548 -2.88045  0.393
H: -5.16991 -0.06994 -4.03985  0.348
H: -4.94606 0.21678 -2.30577  0.138
H: -5.40425 2.61625 -2.94008  0.159
H: -3.31181 3.19693 -3.63405  0.299
H: -3.02031 1.58064 -4.23673  -0.038
H: -1.72104 1.88343 -2.30783  0.008
H: -2.95133 0.74464 -1.81993  0.275
H: -4.59664 1.42871 -0.34107  0.255
H: -5.08699 3.04975 -0.93978  0.132
H: -4.25480 2.88909 0.59835  0.344

---

2.
# C25H47N6O2RuSi2Te

A molecular structure, C25H47N6O2RuSi2Te at a distorted geometry (ωB97M-V/def2-TZVPD, the Open Molecules 2025 dataset).

Output
- total charge = +3
- HOMO (spin up / spin down) (eV) = -15.16 / -15.26
- ⟨S²⟩ = 6.032
- orbital gap (spin up / spin down) (eV) = 9.469 / 6.564
- 2S+1 = 5
- energy above the lowest of the compared OMol25 structures with the same formula, charge and spin (kcal/mol) = 0.00
- lowest unoccupied orbital energy (spin up / spin down) (eV) = -5.692 / -8.696

Last column: Mulliken charge in e.
CARTESIAN COORDINATES (ANGSTROEM)
Ru: 14.63596 7.19351 13.73906  0.532
N: 14.32268 5.79356 15.65561  -0.666
C: 13.17904 6.41704 16.40832  0.240
C: 12.34734 5.41698 17.25394  -0.791
C: 11.44919 4.53336 16.39513  -0.764
C: 9.98969 4.89240 16.12031  -0.701
N: 9.14373 4.70480 17.35798  -0.173
C: 8.30087 5.60568 17.92589  0.752
N: 8.22644 6.87651 17.50897  -0.304
N: 7.54702 5.17082 18.97558  -0.398
C: 12.28843 7.13689 15.42237  0.503
O: 11.21696 7.52981 15.79910  -0.601
O: 12.81023 7.43001 14.23853  -0.682
H: 14.04871 4.83251 15.43254  0.210
H: 15.09992 5.59114 16.31536  0.319
H: 13.58145 7.15296 17.08933  0.389
H: 11.76239 6.06223 17.93377  0.385
H: 12.92363 4.76469 17.86653  0.352
H: 11.38743 3.56995 16.88984  0.578
H: 11.97466 4.17448 15.43394  0.317
H: 9.57768 4.23133 15.36350  0.214
H: 9.90589 5.91190 15.75603  0.322
H: 9.32342 3.79227 17.83065  0.304
H: 8.86069 7.33249 16.84667  0.212
H: 7.40949 7.38255 17.86640  0.234
H: 7.55500 4.19359 19.28801  0.213
H: 7.08342 5.81773 19.55952  0.199
N: 20.74481 7.10579 12.69576  -0.411
C: 19.43182 7.24172 12.84949  1.273
C: 18.54190 6.88775 11.87809  -0.851
C: 17.18033 6.95155 12.11795  -0.254
N: 16.64894 7.05694 13.36480  -0.207
C: 17.57144 7.32800 14.32276  -0.189
C: 18.89649 7.49980 14.12266  -0.794
H: 21.10232 6.72534 11.85394  0.197
H: 21.40038 7.28044 13.40014  0.186
H: 18.91963 6.65261 10.85889  0.296
H: 16.47369 6.85340 11.32948  0.535
H: 17.17130 7.51800 15.35899  0.323
H: 19.62771 7.69256 14.93187  0.305
C: 6.03007 15.60082 9.59180  -0.968
Si: 7.04351 14.27160 8.72496  0.329
C: 7.83857 14.78202 7.10451  -1.055
C: 6.14876 12.63751 8.64394  -1.000
C: 8.71322 13.87251 9.78468  -0.939
Te: 10.18108 15.35495 9.85922  0.634
C: 9.48466 16.25869 11.66241  -0.886
Si: 10.66097 15.63934 13.04020  0.274
C: 12.32400 16.43352 12.62448  -1.024
C: 10.58095 13.81075 13.07444  -1.068
C: 9.99195 16.31277 14.67874  -1.115
H: 4.98826 15.49570 9.13280  0.303
H: 6.43640 16.61650 9.40795  0.330
H: 5.98314 15.53281 10.67852  0.358
H: 7.07336 14.71002 6.32418  0.355
H: 8.71017 14.24380 6.73812  0.355
H: 8.09317 15.88182 7.14276  0.326
H: 5.39468 12.74502 7.86111  0.345
H: 5.60831 12.25873 9.52519  0.334
H: 6.88229 11.91360 8.28379  0.317
H: 9.13019 12.87492 9.62496  0.578
H: 8.27230 13.87537 10.75094  0.236
H: 8.47938 15.83648 11.86281  0.187
H: 9.48377 17.32340 11.53490  0.628
H: 12.97736 15.74993 12.02156  0.303
H: 12.89404 16.83978 13.54867  0.310
H: 12.09189 17.35579 12.10892  0.379
H: 10.91003 13.27448 12.17572  0.340
H: 9.62478 13.44474 13.35876  0.368
H: 11.20052 13.44911 13.85370  0.389
H: 10.18425 17.37854 14.76884  0.318
H: 10.55764 15.73746 15.44504  0.314
H: 9.08490 15.92894 14.96897  0.446
C: 14.41810 9.50394 9.60790  -0.331
C: 13.55435 8.37528 9.75676  -0.757
C: 13.49351 7.79470 11.03436  -0.068
C: 14.35932 8.19154 12.07311  -0.218
C: 15.11064 9.35189 11.90512  0.507
C: 15.13017 10.06976 10.70821  -0.817
H: 14.38140 9.94963 8.61241  0.388
H: 12.83440 8.10437 8.99917  0.415
H: 12.74699 7.03800 11.21510  0.397
H: 15.73565 9.66898 12.74790  0.402
H: 15.69791 10.99738 10.62941  0.474